[1]
# C5H26O8S2

A cluster of 8 separate species, C5H26O8S2 in total in a non-equilibrium geometry (ωB97M-V/def2-TZVPD, OMol25).

Each line ends with the Mulliken charge.
CARTESIAN COORDINATES (ANGSTROEM)
S (-0.2602, 3.1592, 0.3947)  -0.15
S (-0.2341, 1.5320, -0.8362)  0.06
O (-0.3542, -3.0071, 0.0688)  -0.69
O (2.3813, -0.0594, -3.5748)  -0.61
O (2.0382, -1.2592, -0.8724)  -0.54
O (1.7152, 1.8503, 2.6242)  -0.52
O (0.4714, -2.8577, -3.4123)  -0.63
O (-2.9077, -2.2660, 1.0170)  -0.66
O (3.3018, 1.6135, -1.7156)  -0.62
O (0.1293, -3.5721, 2.6733)  -0.64
C (-1.6846, 1.4173, -1.9931)  -0.35
C (-0.9915, 2.6529, 2.0142)  -0.87
C (0.7158, 0.8170, 2.6997)  -0.07
C (-2.9429, 1.0242, -1.2947)  -0.87
C (-0.7202, 1.3080, 2.6429)  -0.47
H (-2.1078, -2.1306, 0.5048)  0.35
H (-0.0181, -3.3004, 1.7444)  0.41
H (-1.1574, 1.3842, 3.6558)  0.32
H (0.9884, 0.0804, 1.9461)  -0.14
H (-2.0707, 2.8210, 1.9394)  0.44
H (2.5369, -0.6561, -1.4460)  0.24
H (-0.1712, -3.6407, -0.6359)  0.29
H (2.4594, 0.2949, -4.4645)  0.28
H (-3.3556, 1.7279, -0.5790)  0.27
H (-2.8580, -2.9342, 1.7002)  0.29
H (-1.3654, 0.5325, 2.2550)  0.29
H (0.2118, -2.2591, -0.1668)  0.35
H (3.3272, 1.4083, -0.7635)  0.26
H (-2.9189, 0.0569, -0.7750)  0.10
H (-1.3222, 0.5952, -2.5972)  0.20
H (-1.8677, 2.3549, -2.5454)  0.32
H (4.0292, 2.2452, -1.6019)  0.29
H (-3.6584, 0.6397, -2.0206)  0.38
H (1.4426, -2.8303, -3.4328)  0.34
H (0.9051, 0.3623, 3.6942)  0.36
H (-0.7784, 3.4332, 2.7566)  0.42
H (2.6881, 0.6833, -3.0117)  0.38
H (0.3748, -1.9043, -3.2690)  0.27
H (0.1215, -2.7959, 3.2291)  0.30
H (2.2085, -0.8025, -0.0337)  0.28
H (1.6985, 2.2813, 3.4820)  0.33

Forces on atoms 1 to 3 (eV/Å):
S -0.18 -0.10 0.28
S 0.11 -0.09 -0.16
O 0.22 0.31 -0.42

Summary:
- electronic energy (Eh) = -1604.35315
- multiplicity = 1
- net charge = 0
- LUMO energy (eV) = -0.06

[2]
# C5H27N2O7S

A cluster of 8 separate species, C5H27N2O7S in total in a non-equilibrium geometry (ωB97M-V/def2-TZVPD, OMol25).

Each line ends with the Mulliken charge.
CARTESIAN COORDINATES (ANGSTROEM)
S (1.6409, -3.8732, 1.6387)  -0.19
O (4.3839, 0.2934, 0.5503)  -0.66
O (-4.8189, 0.3642, -1.1078)  -0.66
O (-0.8464, 3.9496, 0.7385)  -0.60
O (3.4166, -1.3144, 2.3731)  -0.70
O (1.0547, 1.8776, 2.8761)  -0.61
O (1.8645, 3.2730, -0.4941)  -0.56
O (2.7206, -0.4476, -1.4140)  -0.57
N (-1.8719, -0.0114, -2.3010)  -0.37
N (-0.5134, -1.2134, 0.8463)  0.02
C (-2.1470, 1.2418, -2.9876)  -1.03
C (-1.0568, 0.1791, -1.0507)  0.39
C (-1.4602, -0.9749, -0.1752)  -0.92
C (0.0910, -3.6744, 0.6683)  -0.14
C (-0.6404, -2.6030, 1.4589)  -1.09
H (-0.5722, -0.4295, 1.4900)  0.21
H (0.4709, -3.5478, -0.3530)  0.35
H (-1.6636, -1.9077, -0.7977)  0.38
H (-1.3884, 1.9032, -3.5806)  0.27
H (0.0311, 0.1458, -1.3849)  -0.21
H (-1.0214, 4.6524, 1.3100)  0.27
H (4.0600, -0.2248, 1.3480)  0.44
H (-2.7070, 2.0921, -2.4758)  0.32
H (2.4399, 2.6657, -0.1078)  0.27
H (-3.0267, 0.9008, -3.6800)  0.36
H (-4.6603, -0.5972, -1.1936)  0.33
H (-1.6694, -2.8936, 1.6790)  0.35
H (-0.2293, -2.5372, 2.5531)  0.48
H (-2.5459, -0.9150, 0.3167)  0.21
H (0.1422, 2.1281, 3.1423)  0.31
H (2.7536, -0.8290, -0.5470)  0.30
H (-0.6285, -4.7092, 0.5953)  0.26
H (-3.9524, 0.7396, -1.2239)  0.31
H (-1.2251, 1.2204, -0.5244)  0.15
H (1.8629, -0.6643, -1.6394)  0.27
H (-0.0152, 4.1756, 0.2708)  0.33
H (-1.3137, -0.5564, -3.0778)  0.29
H (2.6203, -1.3137, 2.8947)  0.33
H (1.7105, 2.9587, -1.3278)  0.28
H (1.2010, 1.4175, 2.0709)  0.30
H (4.2706, 1.1867, 0.8521)  0.28
H (3.2388, -2.1279, 1.7707)  0.25

Forces on atoms 1 to 3 (eV/Å):
S -0.62 -0.65 -0.31
O -0.26 -0.86 1.07
O -0.53 -1.02 0.13

Summary:
- electronic energy (Eh) = -1240.89139
- multiplicity = 2
- net charge = 0
- <S²> = 0.753
- LUMO energy (spin up / spin down) (eV) = 0.30 / -2.65